Entry 1:
59
Properties=species:S:1:pos:R:3:lowdin_charge:R:1 method="wB97M-V/def2-TZVPD" e_tot_ev=-47025.5812 homo_energy_ev=-5.6 e_above_lowest_ev=3.1895 orbital_gap_ev=8.06 e_lumo_ha=0.090 total_charge=-1 fmax_ev_per_a=3.70
Cl -16.9054 26.3975 -9.3406 0.553
O -18.2771 26.6002 -9.0600 -0.399
O -16.6956 27.2290 -10.4682 -0.387
O -16.1815 26.7833 -8.1901 -0.375
O -16.7042 25.0112 -9.7035 -0.392
C -10.1386 25.6912 -8.9312 -0.086
C -10.5373 24.2649 -9.3917 -0.349
O -11.3070 24.4932 -10.4786 -0.082
H -9.7396 25.5694 -7.9242 0.059
H -10.8927 26.4782 -8.9278 0.078
H -9.2693 26.0556 -9.4785 0.064
H -11.2296 23.8706 -8.6478 0.106
H -9.7498 23.5573 -9.6510 0.116
H -12.0801 24.9529 -10.1430 0.095
C -12.1530 32.7407 -8.5607 -0.103
C -13.5745 32.2651 -8.5890 -0.336
O -13.8083 31.6255 -7.3391 -0.081
H -11.5245 31.9486 -8.1538 0.077
H -12.1081 33.5680 -7.8525 0.070
H -11.7964 33.1320 -9.5136 0.071
H -13.7536 31.5506 -9.3924 0.116
H -14.2368 33.1278 -8.6610 0.104
H -14.3412 30.8769 -7.6171 0.083
C -13.8734 18.6467 -10.2392 -0.109
C -14.8622 18.7699 -9.1522 -0.322
O -16.1466 19.3766 -9.5312 -0.081
H -14.2838 18.0995 -11.0879 0.078
H -12.9450 18.1649 -9.9327 0.078
H -13.5801 19.6209 -10.6305 0.079
H -14.4211 19.3958 -8.3764 0.102
H -15.1236 17.8880 -8.5675 0.109
H -15.8293 20.0318 -10.1569 0.066
C -16.7782 28.7600 -16.8812 -0.095
C -17.4958 30.0212 -16.2355 -0.283
O -18.3698 29.3691 -15.3486 -0.096
H -16.2576 28.9736 -17.8148 0.053
H -17.4373 27.9314 -17.1404 0.067
H -16.0902 28.2603 -16.1993 0.065
H -18.0220 30.5650 -17.0201 0.104
H -16.8153 30.6463 -15.6573 0.103
H -17.7840 28.8618 -14.7820 0.083
C -24.0399 28.1519 -10.5347 -0.158
O -22.9386 28.0465 -11.4600 -0.128
H -23.7387 27.6083 -9.6392 0.072
H -24.2242 29.1668 -10.1825 0.070
H -24.8424 27.6053 -11.0300 0.076
H -22.2124 28.0473 -10.8321 0.068
C -19.9362 32.2439 -8.6709 -0.144
O -19.9084 32.4988 -10.0860 -0.143
H -19.8977 33.1801 -8.1140 0.068
H -20.8350 31.6621 -8.4666 0.079
H -19.0067 31.6984 -8.5084 0.078
H -19.2008 33.1236 -10.2608 0.063
C -18.3809 22.6873 -4.7273 -0.155
O -19.1081 21.9141 -5.6687 -0.149
H -17.7173 21.9053 -4.3584 0.076
H -18.0035 23.6088 -5.1706 0.083
H -19.1195 22.9987 -3.9887 0.072
H -18.6084 21.7334 -6.4682 0.073



Entry 2:
8
Properties=species:S:1:pos:R:3:lowdin_charge:R:1 method="wB97M-V/def2-TZVPD" e_tot_ev=-80333.2826 homo_energy_ev=-4.2 e_above_lowest_ev=0.0507 orbital_gap_ev=7.83 e_lumo_ha=0.133 total_charge=-1 fmax_ev_per_a=2.27
C -1.2355 2.2975 0.7306 -0.014
C 0.4758 -0.9431 0.6756 -0.141
C 0.9608 -0.5806 1.7679 -0.285
C 0.1449 -1.7494 -0.3077 -0.578
O -1.8255 1.5057 0.1946 0.018
O 1.2431 -0.0365 2.7938 0.041
O -0.5646 -2.3585 -1.0248 0.017
Br 2.2429 -1.9762 -1.4248 -0.056



Entry 3:
47
Properties=species:S:1:pos:R:3:lowdin_charge:R:1 method="wB97M-V/def2-TZVPD" e_tot_ev=-45556.3720 homo_energy_ev=-8.5 e_above_lowest_ev=0.0000 orbital_gap_ev=8.65 e_lumo_ha=0.007 fmax_ev_per_a=1.35
O -3.9792 -1.9939 0.3359 0.058
C -2.9360 -1.7102 0.8895 -0.509
C -1.9161 -2.7392 1.3478 -0.103
C -0.9590 -3.0739 0.1985 -0.180
C 0.2848 -3.8223 0.6785 -0.159
C 1.2856 -2.9254 1.4117 -0.122
N 1.8502 -1.9168 0.5208 0.077
C 1.3195 -0.6446 0.5750 -0.454
O 0.4555 -0.3208 1.3673 0.063
N 1.8207 0.2585 -0.3270 0.201
C 2.8033 -0.0568 -1.2221 -0.265
C 3.3794 0.7877 -2.1962 -0.099
C 4.3414 0.1377 -2.9058 -0.383
S 4.5739 -1.4931 -2.4221 1.089
C 3.3426 -1.3270 -1.2204 -0.379
C 2.8788 -2.3564 -0.3261 -0.431
O 3.2918 -3.4931 -0.2701 0.083
N -2.5622 -0.4387 1.1435 0.069
C -3.3829 0.6921 0.7676 -0.125
C -2.5486 1.8909 0.4185 -0.196
C -2.9290 3.1609 0.8269 -0.034
C -2.1608 4.2897 0.5549 0.016
C -0.9822 4.0939 -0.1228 -0.201
C -0.5951 2.8214 -0.5347 -0.187
C -1.3614 1.7104 -0.2977 0.048
O 0.6380 2.9019 -1.1546 -0.016
C 0.9726 4.2760 -1.1592 -0.157
O -0.0254 5.0062 -0.4883 0.041
H -1.3621 -2.3397 2.1963 0.107
H -2.4426 -3.6424 1.6570 0.125
H -1.4909 -3.6824 -0.5343 0.121
H -0.6562 -2.1527 -0.3050 0.105
H -0.0096 -4.6270 1.3535 0.120
H 0.7960 -4.2717 -0.1747 0.112
H 0.8173 -2.3999 2.2437 0.117
H 2.1152 -3.5342 1.7775 0.129
H 1.4123 1.1863 -0.3492 0.130
H 3.0816 1.8081 -2.3519 0.106
H 4.9389 0.5348 -3.7024 0.069
H -1.6517 -0.2489 1.5396 0.109
H -4.0688 0.9462 1.5859 0.129
H -3.9955 0.3725 -0.0852 0.134
H -3.8500 3.2821 1.3760 0.113
H -2.4638 5.2723 0.8737 0.119
H -1.0642 0.7332 -0.6378 0.122
H 1.0537 4.6297 -2.2004 0.143
H 1.9399 4.4185 -0.6517 0.143